Here is a cluster of 2 separate species, C6H14NO in total from the OMol25 dataset. Energies are from ωB97M-V with the def2-TZVPD basis set.

The geometry in XYZ format:
```
22
Properties=species:S:1:pos:R:3:forces:R:3
C -1.739059 2.956941 1.119350 -1.2 0.6 0.1
C -0.495558 2.129918 1.175146 -0.1 -0.5 -0.8
C -0.083673 1.506982 0.064174 0.1 0.4 0.9
N 1.203943 0.766834 0.062501 0.9 0.5 1.3
H -2.151076 3.057955 0.082384 0.5 -0.2 0.8
H -2.567207 2.538817 1.746832 0.8 0.2 -0.4
H -1.576789 3.992126 1.493241 0.1 -0.7 -0.2
H 0.046372 2.011090 2.131194 -0.2 0.2 -0.6
H -0.621240 1.507930 -0.887343 0.4 0.0 0.4
H 1.966765 1.306012 0.571473 -1.3 -0.8 -0.5
H 1.097414 -0.216897 0.484480 -0.1 0.7 -0.3
H 1.561505 0.693576 -0.874365 0.1 -0.3 -0.6
C 1.843520 -2.614668 -0.905134 -2.7 1.9 0.1
C 0.578321 -2.313368 -0.437708 2.5 1.0 0.1
O 0.459543 -1.709346 0.879939 -0.3 -1.3 -1.1
C -0.688781 -2.193492 -1.208999 -0.2 -0.7 -1.7
H 1.960829 -2.586168 -2.015874 0.0 -0.8 1.2
H 2.698901 -2.449956 -0.250255 -0.2 -0.4 -0.2
H -0.468892 -1.839313 1.154060 0.5 0.1 0.1
H -0.527552 -2.669245 -2.226836 -0.3 0.5 1.2
H -1.529300 -2.748179 -0.728195 0.5 0.6 -0.3
H -0.967987 -1.127550 -1.430063 0.1 -0.9 0.6
```
Forces are in eV/Å.

Results
E	-9978.556	eV
E_LUMO	-3.188	eV
gap between HOMO and LUMO	0.3642	Ha
net charge	+1
energy above the lowest of the compared OMol25 structures with the same formula, charge and spin	38.9	kcal per mole
HOMO energy	-0.48136	hartree